Entry 1:
C54H92N2O20 | ωB97M-V/def2-TZVPD

Structure (XYZ):
```
168
Properties=species:S:1:pos:R:3:lowdin_charge:R:1
C -3.56204 5.16199 4.48632 -0.03
C -3.32732 3.89408 3.64258 -0.51
C -1.88065 3.91494 3.15932 -0.15
C -1.37509 2.61444 2.51116 -0.16
C -1.50955 1.57081 3.63443 -0.14
C -2.91986 1.45259 4.17790 -0.48
N -3.49651 2.74067 4.53540 -0.10
O -4.84601 2.61736 4.95362 0.00
C -3.82542 0.62411 3.21148 -0.02
C -2.76831 0.58289 5.44907 -0.03
C -4.25037 3.90091 2.41603 -0.01
H -4.60799 5.30387 4.76082 0.08
H -3.30606 6.08210 3.95613 0.09
H -2.93047 5.07260 5.37098 0.08
H -1.69656 4.74303 2.46825 0.10
H -1.18624 4.12011 3.98166 0.12
H -0.35903 2.90566 2.23700 0.10
H -1.88677 2.32289 1.59052 0.10
H -0.75987 1.92400 4.34494 0.12
H -1.18200 0.60070 3.25353 0.10
H -4.89978 0.64589 3.39525 0.09
H -3.69505 0.95486 2.17907 0.06
H -3.53329 -0.41255 3.38661 0.06
H -3.71858 0.08231 5.66887 0.08
H -2.04672 -0.23252 5.40824 0.07
H -2.57801 1.23813 6.30208 0.09
H -4.57094 2.89968 2.12412 0.07
H -3.81764 4.34528 1.51976 0.09
H -5.17522 4.43278 2.64755 0.08
H -4.77391 2.79883 5.89714 0.11
C 3.26874 -2.54985 1.25033 -0.02
C 2.50187 -2.83001 2.54061 -0.49
C 3.36855 -3.60481 3.54100 -0.14
C 4.36244 -2.73187 4.29500 -0.18
C 3.62227 -1.55290 4.97608 -0.13
C 2.74320 -0.74689 4.01376 -0.51
N 1.96328 -1.63516 3.17806 -0.08
O 1.04696 -0.92918 2.36841 -0.03
C 1.76730 -0.01209 4.96460 -0.03
C 3.57907 0.30399 3.27200 -0.02
C 1.35522 -3.80469 2.22562 -0.03
H 4.32375 -2.29589 1.41299 0.08
H 2.95463 -1.69908 0.63818 0.07
H 3.31717 -3.39680 0.55988 0.08
H 2.76088 -4.12195 4.28756 0.12
H 3.86458 -4.41798 3.00520 0.13
H 5.22729 -2.30675 3.77216 0.11
H 4.90340 -3.34048 5.02699 0.11
H 4.37914 -0.92018 5.43618 0.12
H 3.04992 -2.07434 5.74793 0.11
H 0.99974 0.50909 4.38818 0.05
H 1.16511 -0.71964 5.54222 0.08
H 2.25677 0.65349 5.67337 0.09
H 4.13565 0.99003 3.91462 0.09
H 4.34287 -0.13639 2.62813 0.07
H 2.88086 0.94759 2.73081 0.08
H 0.83293 -4.08797 3.14019 0.07
H 1.56279 -4.66379 1.58751 0.09
H 0.62263 -3.27910 1.59656 0.07
H 0.22364 -1.43508 2.47800 0.04
O 0.63550 -5.22907 -4.94714 0.13
C 0.65891 -5.10101 -3.76434 -0.48
O 1.58533 -5.74416 -3.00912 0.02
C 1.42646 -5.41811 -1.60614 -0.13
C 0.66984 -4.08141 -1.74533 -0.18
C -0.28938 -4.28550 -2.88881 -0.07
H 2.37342 -5.28818 -1.08968 0.11
H 0.84690 -6.24846 -1.19835 0.13
H 1.43139 -3.31802 -1.90810 0.12
H 0.18597 -3.81522 -0.80098 0.10
H -0.48733 -3.33886 -3.38188 0.10
H -1.18617 -4.84347 -2.63798 0.13
O -3.00880 -3.11384 -1.94750 0.11
C -3.67791 -2.57989 -1.10962 -0.48
O -3.92006 -1.27241 -1.10512 0.03
C -4.76559 -0.90196 -0.00564 -0.12
C -4.62037 -2.04770 1.00182 -0.15
C -4.38933 -3.25389 0.07826 -0.05
H -5.79681 -0.78131 -0.33817 0.13
H -4.40176 0.05990 0.35021 0.11
H -5.49039 -2.12616 1.65071 0.12
H -3.72840 -1.98446 1.62775 0.08
H -5.33702 -3.69530 -0.23030 0.13
H -3.73385 -4.00949 0.50102 0.11
O -1.52509 -2.00030 2.79705 0.09
C -1.86415 -2.99781 3.37006 -0.48
O -2.53441 -3.95118 2.70462 0.02
C -2.85653 -5.05445 3.55610 -0.14
C -1.88074 -4.90950 4.72574 -0.14
C -1.69160 -3.38728 4.81722 -0.05
H -2.81845 -6.05998 3.14815 0.13
H -3.86414 -4.85089 3.93255 0.13
H -0.93857 -5.38000 4.44561 0.11
H -2.31992 -5.29739 5.64241 0.12
H -0.69789 -3.22107 5.22136 0.13
H -2.52486 -2.95173 5.37041 0.14
O 6.93716 -0.30083 0.48008 0.12
C 6.09363 -0.09794 -0.33936 -0.46
O 6.09334 -0.87306 -1.47401 0.01
C 5.03215 -0.51045 -2.37441 -0.14
C 4.60273 0.87963 -1.84875 -0.15
C 4.91604 0.86062 -0.37343 -0.07
H 4.25382 -1.27386 -2.33397 0.12
H 5.22404 -0.36531 -3.43874 0.12
H 3.51075 0.86173 -1.92188 0.10
H 5.02597 1.66942 -2.46036 0.11
H 4.04812 0.61880 0.23800 0.10
H 5.20617 1.85375 -0.02790 0.13
O -1.88999 0.46966 -6.93946 0.08
C -1.27952 -0.55034 -6.77426 -0.48
O -1.84034 -1.76420 -6.83254 0.05
C -0.89106 -2.78160 -6.42379 -0.13
C 0.26787 -2.03304 -5.76256 -0.15
C 0.18207 -0.67392 -6.44622 -0.08
H -0.53123 -3.24539 -7.34146 0.13
H -1.26964 -3.49769 -5.70190 0.11
H 1.20021 -2.55618 -5.94019 0.12
H -0.01893 -1.76481 -4.74206 0.09
H 0.80148 -0.66795 -7.35032 0.14
H 0.54105 0.20233 -5.90993 0.10
O 2.40566 3.94233 -1.07260 0.11
C 1.65271 4.84389 -0.82957 -0.50
O 2.11746 6.02680 -0.40334 0.03
C 1.07368 7.01785 -0.28227 -0.12
C -0.20170 6.17523 -0.26607 -0.14
C 0.18191 4.94834 -1.09373 -0.08
H 1.12870 7.58679 -1.21003 0.13
H 1.13263 7.64543 0.60137 0.12
H -1.03140 6.72151 -0.71568 0.12
H -0.54361 5.73354 0.67079 0.10
H 0.10283 5.12567 -2.17093 0.14
H -0.38891 4.05755 -0.84825 0.11
O 3.62114 1.67962 -8.87075 0.12
C 3.61100 1.86872 -7.68577 -0.50
O 2.80559 1.19847 -6.84667 0.02
C 2.86359 1.72702 -5.52296 -0.15
C 4.04249 2.71839 -5.51361 -0.13
C 4.50408 2.84032 -6.95989 -0.07
H 2.87382 0.94878 -4.76388 0.11
H 1.93817 2.29688 -5.38061 0.12
H 4.79854 2.23012 -4.89259 0.10
H 3.76960 3.65101 -5.02713 0.12
H 5.50690 2.52341 -7.24231 0.13
H 4.33841 3.81814 -7.41018 0.13
O 1.09505 -0.13637 -3.17040 0.11
C 0.56660 0.11269 -2.12806 -0.48
O 0.91508 1.18764 -1.38102 0.02
C 0.33631 1.05710 -0.07877 -0.16
C -0.87242 0.17622 -0.24412 -0.14
C -0.44607 -0.75077 -1.40138 -0.04
H 0.14094 1.98039 0.45859 0.09
H 1.12157 0.60060 0.53283 0.11
H -1.72940 0.80843 -0.49536 0.12
H -1.15642 -0.37590 0.65221 0.10
H -1.34185 -0.99623 -1.96486 0.11
H 0.04532 -1.58212 -0.90040 0.11
O -2.80771 3.92665 -2.13396 0.09
C -2.73912 3.09989 -3.01298 -0.49
O -3.80234 2.34059 -3.30785 0.04
C -3.51605 1.51552 -4.43042 -0.14
C -1.98111 1.43859 -4.47776 -0.14
C -1.54185 2.78362 -3.86247 -0.05
H -3.95596 1.84000 -5.37410 0.13
H -3.88352 0.50252 -4.25376 0.13
H -1.70912 1.38624 -5.53379 0.07
H -1.59716 0.54712 -3.98759 0.11
H -1.34871 3.55978 -4.59958 0.13
H -0.67274 2.65841 -3.21777 0.11
```

Results
energy above the lowest of the compared OMol25 structures with the same formula, charge and spin: 0.0 kcal/mol
lowest unoccupied orbital energy: 0.0 eV
spin multiplicity: 1
SMILES string: CC1(C)CCCC(C)(C)N1O.CC1(C)CCCC(C)(C)N1O.O=C1CCCO1.O=C1CCCO1.O=C1CCCO1.O=C1CCCO1.O=C1CCCO1.O=C1CCCO1.O=C1CCCO1.O=C1CCCO1.O=C1CCCO1
HOMO: -8.51 eV
gap between HOMO and LUMO: 8.499 eV

=====

Entry 2:
C4H7NO2 | ωB97M-V/def2-TZVPD

Structure (XYZ):
```
14
Properties=species:S:1:pos:R:3:lowdin_charge:R:1
C 1.48397 -1.52262 -0.55260 0.00
C 0.51575 -0.54379 0.05411 -0.49
N -0.24936 -0.74053 1.04615 0.17
O 0.48521 0.65350 -0.57676 -0.04
C -0.36936 1.60376 0.06044 -0.15
C -1.82753 1.17500 0.04134 -0.26
O -2.63680 1.56716 0.84218 0.06
H 2.48670 -1.09799 -0.65112 0.09
H 1.53644 -2.40510 0.08942 0.08
H 1.14969 -1.83532 -1.54640 0.09
H -0.13364 -1.67738 1.41773 0.07
H -0.07102 1.76348 1.09999 0.13
H -0.25918 2.53250 -0.50891 0.14
H -2.11087 0.52732 -0.81557 0.13
```

Results
energy above the lowest of the compared OMol25 structures with the same formula, charge and spin: 32.0 kcal/mol
lowest unoccupied orbital energy: 0.8 eV
spin multiplicity: 1
SMILES string: [H]/N=C(\C)OCC=O
HOMO: -9.69 eV
gap between HOMO and LUMO: 10.507 eV

=====

Entry 3:
C9H4O3S | ωB97M-V/def2-TZVPD

Structure (XYZ):
```
17
Properties=species:S:1:pos:R:3:lowdin_charge:R:1
C 2.33662 0.66990 -0.01226 -0.03
C 2.18794 -0.72304 0.00739 -0.07
C 1.18676 1.48050 0.02791 0.02
C 0.95198 -1.31523 -0.00446 -0.02
C -0.05386 0.90202 0.07127 -0.11
C -0.15904 -0.49469 0.01622 -0.07
C -1.39454 1.49249 0.09278 -0.34
C -2.41873 0.28534 0.03805 -0.53
C -1.58865 -0.99427 0.00307 -0.47
O -1.64549 2.66924 0.14346 0.12
O -1.99626 -2.18185 -0.61272 0.08
O -1.85850 -2.09212 0.81940 0.07
S -3.99980 0.46953 -0.25885 0.87
H 3.19136 1.23549 -0.13487 0.08
H 3.09974 -1.45686 -0.06639 0.15
H 1.15718 2.49811 -0.04856 0.10
H 1.00330 -2.44455 -0.08144 0.15
```

Results
lowest unoccupied orbital energy: -1.9 eV
spin multiplicity: 1
SMILES string: O=C1C(=S)C2(OO2)c2ccccc21
HOMO: -9.33 eV
gap between HOMO and LUMO: 7.452 eV

=====

Entry 4:
C2H4BFO | ωB97M-V/def2-TZVPD

Structure (XYZ):
```
9
Properties=species:S:1:pos:R:3:lowdin_spin:R:1
B 1.26372 -0.45631 -0.73400 0.80
C -1.04653 0.96957 0.40819 0.09
C -0.20366 -0.31514 0.36844 0.46
O -1.94355 1.09867 -0.34714 0.18
F -0.91289 -1.33648 -0.05384 0.22
H 2.23554 -0.88614 -0.29469 0.10
H 1.06410 -0.28357 -1.87928 0.09
H -0.71843 1.61280 1.12868 0.02
H 0.26171 -0.40340 1.40364 0.03
```

Results
energy above the lowest of the compared OMol25 structures with the same formula, charge and spin: 50.6 kcal/mol
lowest unoccupied orbital energy (spin up / spin down): 0.0 / -4.2 eV
spin multiplicity: 3
HOMO (spin up / spin down): -6.52 / -11.05 eV
gap between HOMO and LUMO (spin up / spin down): 6.535 / 6.862 eV

=====

Entry 5:
C6H5N2O6Ti | ωB97M-V/def2-TZVPD

Structure (XYZ):
```
20
Properties=species:S:1:pos:R:3:lowdin_spin:R:1
O 5.42022 -1.57757 0.03850 0.00
C 5.07194 -0.61444 0.54697 0.00
Ti 0.37508 0.50810 -0.77700 0.83
O 0.44570 1.79028 2.10494 0.05
C 0.43796 1.30225 1.03748 0.03
C -1.83149 1.58481 -0.80304 0.00
O -2.79998 2.17869 -0.61853 0.00
C -1.02116 2.71980 -3.29959 0.01
O -0.28054 3.17590 -4.04385 0.00
C 1.42789 2.31282 -0.86626 0.03
O 2.31885 3.06230 -0.87801 0.04
H 1.87138 -0.13887 -0.39077 -0.03
N -2.25859 -1.37757 1.42561 0.00
C -1.25353 -1.71973 0.59390 0.00
N -0.65226 -2.86119 0.98203 0.00
O -0.84556 -1.05013 -0.40898 0.02
H -2.61753 -2.18690 1.95162 0.00
H -2.76781 -0.48729 1.34631 0.00
H 0.19137 -3.13909 0.50274 0.00
H -1.23195 -3.48216 1.55594 0.00
```

Results
energy above the lowest of the compared OMol25 structures with the same formula, charge and spin: 15.7 kcal/mol
lowest unoccupied orbital energy (spin up / spin down): -10.9 / -10.7 eV
spin multiplicity: 2
total charge: +2
HOMO (spin up / spin down): -18.07 / -18.07 eV
gap between HOMO and LUMO (spin up / spin down): 7.205 / 7.389 eV

=====

Entry 6:
C5H16N3 | ωB97M-V/def2-TZVPD

Structure (XYZ):
```
24
Properties=species:S:1:pos:R:3:lowdin_spin:R:1
N 2.34900 0.09836 -1.73584 0.00
C 1.25694 -0.52650 -2.80218 0.00
C 0.19153 -1.23520 -2.01785 0.00
N 0.21922 -0.90340 -0.66793 0.00
C -0.77891 -0.06544 -0.08246 0.00
C -0.61370 0.07065 1.54998 0.09
N -1.23296 1.30131 2.00800 0.66
C -1.61514 1.21465 3.47296 0.09
H 1.77071 0.88402 -1.26597 0.00
H 2.76371 -0.54256 -0.97590 0.00
H 3.10003 0.43484 -2.31031 0.00
H 1.08092 0.48036 -3.28484 0.00
H 1.75705 -1.16906 -3.50634 0.00
H -0.81779 -1.03074 -2.46379 0.00
H 0.57513 -2.38458 -2.00098 0.00
H 0.29725 -1.74232 -0.06043 0.00
H -0.70656 0.89299 -0.44396 0.00
H -1.69809 -0.26232 -0.58035 0.00
H -1.16753 -0.82707 1.99512 0.05
H 0.45701 0.02085 1.89218 0.01
H -2.02887 1.33467 1.56324 0.02
H -0.80384 0.81508 4.11017 0.00
H -2.66510 0.91569 3.62294 0.03
H -1.68999 2.22572 3.98455 0.03
```

Results
energy above the lowest of the compared OMol25 structures with the same formula, charge and spin: 74.4 kcal/mol
lowest unoccupied orbital energy (spin up / spin down): -6.4 / -11.7 eV
spin multiplicity: 2
total charge: +2
HOMO (spin up / spin down): -16.93 / -16.91 eV
gap between HOMO and LUMO (spin up / spin down): 10.483 / 5.220 eV

=====

In order of appearance, maximum force = 2.687 0.555 2.943 4.256 9.276 7.788 eV Å⁻¹.